1.
{"formula": "C34H38N4O4", "method": "ωB97M-V/def2-TZVPD", "symbols": ["C", "C", "C", "C", "C", "C", "O", "N", "C", "C", "C", "C", "C", "C", "C", "C", "C", "N", "C", "O", "C", "C", "C", "C", "C", "C", "C", "C", "C", "C", "C", "C", "C", "C", "C", "N", "O", "C", "C", "C", "N", "O", "H", "H", "H", "H", "H", "H", "H", "H", "H", "H", "H", "H", "H", "H", "H", "H", "H", "H", "H", "H", "H", "H", "H", "H", "H", "H", "H", "H", "H", "H", "H", "H", "H", "H", "H", "H", "H", "H"], "positions_angstrom": [[7.99335, 5.04911, 1.96213], [7.54433, 4.11064, 0.84898], [7.37154, 2.67913, 1.35130], [6.92860, 1.73461, 0.23726], [6.78006, 0.29431, 0.74356], [6.36815, -0.60091, -0.40158], [7.20177, -1.13612, -1.12399], [5.04999, -0.76428, -0.62089], [3.97076, -0.19774, 0.16067], [2.67721, -0.64205, -0.54235], [1.94623, -1.81917, 0.11906], [0.58777, -1.20851, 0.35779], [-0.54556, -1.91017, 0.92611], [-0.47018, -3.26383, 1.25613], [-1.58229, -3.90605, 1.76856], [-2.77691, -3.23248, 1.95322], [-2.86077, -1.88240, 1.62032], [-4.03833, -1.14013, 1.74234], [-5.32267, -1.60398, 1.79237], [-5.62937, -2.75521, 2.00111], [-6.34471, -0.51437, 1.51423], [-6.53120, -0.39894, -0.01360], [-7.60056, 0.58445, -0.43431], [-8.22125, 1.47196, 0.43227], [-9.17480, 2.36207, -0.03566], [-9.51824, 2.38058, -1.37460], [-8.90212, 1.50005, -2.24873], [-7.95314, 0.61223, -1.78083], [-5.21658, -0.02537, -0.66410], [-4.44773, -0.98256, -1.31377], [-3.20849, -0.65497, -1.83551], [-2.72452, 0.63698, -1.72044], [-3.49360, 1.60293, -1.09284], [-4.73088, 1.27426, -0.56731], [-1.74226, -1.22662, 1.12304], [0.53114, 0.01496, -0.00070], [1.71917, 0.43738, -0.51668], [3.13687, -0.90604, -1.98289], [4.55733, -1.42921, -1.82652], [4.59310, -2.97034, -1.69452], [5.83716, -3.45434, -1.62544], [3.59055, -3.65382, -1.68426], [7.26103, 5.06586, 2.76644], [8.94608, 4.72374, 2.37408], [8.11102, 6.06181, 1.58427], [8.28254, 4.12260, 0.04420], [6.59765, 4.46526, 0.43492], [6.63056, 2.66595, 2.15452], [8.31786, 2.32728, 1.76793], [7.66552, 1.74722, -0.56821], [5.97958, 2.08347, -0.17693], [7.75000, -0.05500, 1.10154], [6.06568, 0.25401, 1.56449], [4.00553, -0.54733, 1.19663], [4.00807, 0.89718, 0.15719], [1.90445, -2.68943, -0.53542], [2.40630, -2.12208, 1.06170], [0.44675, -3.81161, 1.10520], [-1.52267, -4.95328, 2.02437], [-3.64474, -3.74296, 2.33498], [-3.92326, -0.16484, 1.49827], [-6.00984, 0.43587, 1.93206], [-7.29153, -0.80521, 1.97047], [-6.82579, -1.39062, -0.37773], [-7.97472, 1.47942, 1.48289], [-9.64989, 3.04472, 0.65399], [-10.26141, 3.07558, -1.73618], [-9.16290, 1.50554, -3.29688], [-7.47128, -0.07165, -2.46532], [-4.81500, -1.99586, -1.39597], [-2.61594, -1.41295, -2.32533], [-1.75010, 0.88861, -2.10916], [-3.12529, 2.61458, -1.00638], [-5.32946, 2.03119, -0.07927], [-1.78631, -0.18095, 0.85991], [2.49990, -1.62808, -2.48986], [3.12307, 0.03668, -2.53061], [5.20724, -1.15969, -2.66688], [5.97540, -4.44673, -1.52538], [6.62698, -2.81436, -1.59349]], "forces_ev_per_angstrom": [[-0.07, -0.04, -0.25], [0.05, -0.10, 0.33], [-0.10, 0.14, -0.45], [0.06, -0.06, 0.34], [0.10, 0.06, -0.26], [0.08, 0.02, 0.41], [0.35, 0.13, -0.20], [-0.18, -0.18, -0.20], [-0.31, 0.40, 0.41], [0.20, -0.29, -0.11], [-0.15, 0.19, -0.04], [0.95, 0.29, -0.35], [-0.68, -0.21, 0.32], [0.11, 0.22, -0.11], [-0.02, 0.04, 0.00], [-0.10, -0.11, 0.04], [0.27, -0.23, -0.01], [0.19, 0.32, 0.22], [-0.08, 0.53, 0.18], [-0.11, -0.34, -0.07], [-0.16, -0.29, -0.20], [0.05, 0.09, 0.11], [-0.13, -0.07, 0.01], [0.08, -0.12, 0.02], [-0.11, 0.14, -0.02], [-0.07, 0.10, 0.06], [0.03, -0.06, -0.09], [-0.08, 0.02, 0.02], [0.01, -0.08, -0.25], [-0.10, 0.08, -0.02], [0.06, 0.01, -0.08], [0.07, 0.00, -0.09], [0.07, 0.07, 0.06], [-0.05, -0.06, 0.03], [0.06, -0.20, 0.08], [-0.87, -0.26, 0.30], [0.64, 0.23, -0.16], [-0.02, -0.05, 0.15], [-0.09, -0.21, -0.43], [0.24, 0.44, -0.12], [0.52, -0.35, 0.03], [-0.41, -0.25, -0.02], [-0.05, 0.04, 0.12], [0.10, 0.01, 0.09], [0.04, 0.13, 0.06], [-0.04, 0.00, -0.09], [-0.01, -0.01, -0.10], [0.01, -0.03, 0.10], [0.03, -0.04, 0.09], [-0.03, 0.00, -0.06], [-0.02, 0.03, -0.07], [-0.10, -0.07, 0.00], [-0.01, 0.00, 0.05], [-0.06, 0.08, -0.07], [-0.02, -0.08, 0.04], [0.02, 0.02, 0.09], [0.00, -0.06, 0.00], [0.12, -0.05, -0.03], [-0.01, -0.09, 0.02], [-0.02, -0.01, 0.03], [-0.14, -0.17, 0.00], [-0.04, 0.06, 0.01], [0.09, 0.02, 0.08], [0.05, 0.08, 0.04], [0.04, -0.03, 0.12], [-0.04, 0.05, 0.05], [-0.06, 0.06, -0.02], [-0.02, 0.00, -0.08], [0.06, -0.07, -0.08], [-0.05, -0.12, 0.02], [0.07, -0.08, -0.04], [0.10, 0.02, -0.04], [0.04, 0.09, 0.00], [-0.07, 0.10, 0.03], [-0.08, 0.14, -0.04], [0.00, 0.04, 0.00], [0.07, 0.02, 0.03], [-0.09, -0.02, 0.11], [-0.11, 0.04, 0.01], [-0.12, -0.06, 0.00]], "orbital_gap_ev": 9.0, "smiles": "CCCCCC(=O)N1C[C@]2(CC(c3cccc(NC(=O)CC(c4ccccc4)c4ccccc4)c3)=NO2)C[C@@H]1C(N)=O", "e_tot_ev": -50026.87187, "e_homo_ha": -0.309, "fmax_ev_per_a": 1.1}

=====

2.
{"formula": "C7H16Cl2P", "method": "ωB97M-V/def2-TZVPD", "symbols": ["C", "C", "C", "C", "C", "C", "C", "P", "Cl", "Cl", "H", "H", "H", "H", "H", "H", "H", "H", "H", "H", "H", "H", "H", "H", "H", "H"], "positions_angstrom": [[-2.95346, 0.09549, -0.89238], [2.68087, 0.31329, -1.95432], [0.47268, -1.35177, 1.89801], [-0.22596, 1.83726, 0.81963], [-2.02600, -0.16386, 0.32561], [2.12467, 0.25529, -0.58633], [0.38671, -1.46405, 0.38452], [-0.25365, 0.18951, -0.20995], [3.24884, 0.80623, 0.68332], [1.99433, -1.58542, -0.32136], [-2.82035, -0.59767, -1.64210], [-3.95931, 0.14363, -0.60103], [-2.63110, 1.10396, -1.15209], [2.09076, -0.32163, -2.58707], [3.68059, 0.04004, -2.02038], [2.68373, 1.27213, -2.53515], [1.14631, -0.58894, 2.22513], [0.89295, -2.27970, 2.12829], [-0.37466, -1.20002, 2.43878], [-0.52311, 1.47838, 1.82128], [-1.05233, 2.47457, 0.45218], [0.71298, 2.33130, 1.00321], [-2.13824, -1.22876, 0.78064], [-2.28428, 0.60346, 1.17735], [-0.66730, 0.26569, -1.64384], [-0.20569, -2.42840, 0.00806]], "forces_ev_per_angstrom": [[1.61, 1.73, 2.63], [-0.83, 1.76, -1.61], [2.24, -0.40, -1.70], [-0.39, -1.54, 0.11], [-0.77, -0.60, 1.71], [-0.70, 0.66, 0.47], [-2.17, -0.79, -0.52], [-0.94, 1.26, -0.05], [-0.47, 0.27, -0.49], [0.49, -1.22, 0.13], [0.36, -1.38, -1.83], [-1.45, -0.03, 0.36], [-0.47, 0.06, -0.88], [-0.26, -0.51, -0.36], [1.97, -0.89, 0.03], [-0.42, -0.18, 1.26], [0.71, 0.56, -0.13], [0.65, -1.44, 1.25], [-2.91, 0.14, 0.97], [-0.06, 0.07, -0.41], [0.61, -0.28, 0.00], [0.38, 0.23, -0.76], [0.10, 1.80, -0.81], [0.33, -1.70, -1.61], [1.31, 0.10, 1.39], [1.06, 2.33, 0.83]], "orbital_gap_ev": 9.4, "e_tot_ev": -41840.98082, "e_homo_ha": -0.465, "fmax_ev_per_a": 3.5, "charge": 1}

=====

3.
{"formula": "C7H10N3O2", "method": "ωB97M-V/def2-TZVPD", "symbols": ["C", "C", "C", "C", "C", "C", "C", "N", "N", "N", "O", "O", "H", "H", "H", "H", "H", "H", "H", "H", "H", "H"], "positions_angstrom": [[-2.85789, -1.50930, -1.92718], [-2.34215, -0.35434, -2.45378], [-2.22603, -2.09236, -0.79041], [-1.22832, 0.29156, -1.82334], [-1.11954, -1.51547, -0.15265], [-0.72084, -0.41081, -0.82002], [2.00896, 0.58308, 2.04125], [2.15355, 0.77746, 3.41797], [1.53958, 1.67206, 1.23040], [1.48226, 1.73521, -0.14074], [2.39061, -0.42907, 1.44768], [1.35598, 0.50857, -0.69973], [-3.79175, -1.87615, -2.37974], [-2.80129, 0.18502, -3.33142], [-2.55774, -3.05469, -0.37567], [-0.70917, 1.18081, -2.38421], [-0.58734, -2.10632, 0.57053], [2.04465, 1.84062, 3.78262], [2.81825, 0.11740, 3.83742], [0.87216, 2.32577, 1.65549], [2.36276, 2.30438, -0.50691], [1.91330, -0.17343, -0.19758]], "forces_ev_per_angstrom": [[-0.10, -0.32, 0.87], [0.00, 1.65, -0.23], [-1.00, -0.10, -0.67], [1.20, 1.79, -2.77], [0.76, -0.60, -0.41], [0.22, 0.42, -0.18], [1.20, 0.99, -0.99], [-0.94, 2.96, -1.10], [-0.86, 0.38, 3.37], [2.11, 2.21, -0.16], [-0.21, 0.15, 0.59], [-1.03, -2.46, -1.05], [0.73, -0.33, 0.41], [0.58, -0.82, 1.07], [0.01, 0.56, -0.23], [-1.12, -1.73, 1.56], [0.15, 0.29, 0.40], [0.70, -3.80, -0.99], [-0.55, 0.70, -0.03], [0.43, -0.55, -0.19], [-1.97, -2.22, 0.55], [-0.31, 0.82, 0.17]], "orbital_gap_ev": [7.4, 7.4], "e_tot_ev": -15974.30465, "e_homo_ha": [-0.477, -0.477], "fmax_ev_per_a": 4.0, "charge": 1}

=====

One value per record, in order, for relative energy (zero: lowest compared OMol25 entry of this formula, charge and spin): 0.89, 7.72, 126.19 kcal per mole.